No. 1
CHFI2S | ωB97M-V/def2-TZVPD

Multiplicity: 1
LUMO (Ha): -0.029
HOMO level (eV): -9.133

XYZ file:
```
6
Properties=species:S:1:pos:R:3:nbo_charge:R:1
C -0.24 -0.27 0.41 -0.096
F 0.23 -1.49 -0.05 -0.351
S -0.10 0.98 -0.92 0.018
I -2.37 -0.36 0.72 0.146
I 2.21 0.91 -1.45 0.064
H 0.27 0.23 1.28 0.220
```

=====

No. 2
C14H56N12O14 | ωB97M-V/def2-TZVPD

Multiplicity: 1
LUMO (Ha): -0.009
HOMO level (eV): -9.547

XYZ file:
```
96
Properties=species:S:1:pos:R:3:lowdin_charge:R:1
C 1.59 3.71 -0.14 -0.151
O 0.68 3.19 -1.11 -0.125
H 1.69 2.91 0.60 0.056
H 2.58 3.95 -0.53 0.065
H 1.19 4.61 0.34 0.080
H 0.78 3.69 -1.92 0.083
C -3.79 0.89 1.73 -0.126
O -5.09 1.41 2.05 -0.116
H -3.05 1.50 2.25 0.085
H -3.66 -0.18 1.94 0.087
H -3.63 1.05 0.66 0.040
H -5.20 1.25 3.00 0.088
C -1.78 -3.46 2.30 -0.159
O -1.31 -2.21 2.75 -0.121
H -1.57 -3.61 1.24 0.047
H -1.40 -4.31 2.88 0.079
H -2.88 -3.49 2.39 0.078
H -0.88 -1.78 2.01 0.032
C -3.27 -2.79 -1.32 -0.125
O -2.82 -2.93 -2.68 -0.137
H -3.27 -1.74 -1.01 0.057
H -4.34 -3.02 -1.31 0.091
H -2.73 -3.39 -0.60 0.063
H -3.25 -3.75 -2.91 0.085
C -3.03 3.91 -0.85 -0.123
O -2.43 2.64 -1.12 -0.160
H -2.26 4.69 -0.88 0.078
H -3.68 4.15 -1.68 0.086
H -3.50 3.92 0.13 0.080
H -1.71 2.56 -0.48 0.050
C 0.92 -3.64 -0.89 -0.122
O 0.26 -2.62 -1.63 -0.162
H 2.00 -3.68 -1.07 0.060
H 0.85 -3.45 0.18 0.079
H 0.51 -4.64 -1.04 0.094
H 0.15 -2.92 -2.54 0.079
C -1.11 3.48 4.20 -0.163
O 0.09 3.74 4.92 -0.126
H -1.61 4.38 3.81 0.077
H -0.81 2.86 3.35 0.056
H -1.86 2.96 4.79 0.077
H -0.11 4.33 5.65 0.076
C -5.30 0.90 -1.71 -0.160
O -6.06 1.50 -0.67 -0.113
H -5.46 -0.19 -1.65 0.072
H -5.62 1.19 -2.70 0.085
H -4.24 1.13 -1.56 0.034
H -5.52 1.54 0.12 0.018
C 4.01 -3.48 0.69 -0.696
O 4.36 -4.62 0.41 0.013
N 4.17 -2.43 -0.18 0.160
N 3.56 -3.14 1.94 0.165
H 4.69 -2.62 -1.02 0.090
H 4.06 -1.46 0.10 0.048
H 3.09 -2.28 2.16 0.054
H 3.44 -3.93 2.55 0.104
C 0.00 0.34 0.46 -0.652
O 0.02 1.19 1.35 0.004
N -1.13 -0.32 0.06 0.186
N 1.12 -0.26 -0.02 0.201
H -0.94 -1.07 -0.60 0.060
H -2.04 0.08 0.17 0.056
H 1.02 -1.02 -0.67 0.047
H 2.01 0.15 0.22 0.056
C 2.40 -0.13 4.85 -0.672
O 3.07 -0.46 5.81 0.022
N 1.87 1.10 4.63 0.168
N 2.04 -1.03 3.86 0.148
H 2.14 1.84 5.25 0.098
H 1.24 1.27 3.87 0.078
H 1.66 -0.62 3.02 0.069
H 2.21 -2.01 3.95 0.084
C 3.12 -0.74 -3.56 -0.646
O 3.99 0.11 -3.64 0.013
N 3.38 -2.09 -3.60 0.167
N 1.78 -0.43 -3.50 0.181
H 2.65 -2.70 -3.26 0.076
H 4.34 -2.35 -3.51 0.103
H 1.53 0.54 -3.53 0.108
H 1.12 -1.07 -3.11 0.051
C -1.40 0.30 -4.33 -0.686
O -1.16 1.44 -4.69 0.028
N -2.17 0.02 -3.25 0.186
N -1.14 -0.79 -5.16 0.142
H -2.44 -0.89 -2.92 0.048
H -2.42 0.87 -2.76 0.072
H -1.02 -1.66 -4.66 0.068
H -0.46 -0.63 -5.88 0.097
C 4.26 1.46 0.06 -0.614
O 3.86 0.34 0.39 -0.037
N 4.50 1.79 -1.25 0.188
N 4.88 2.29 0.95 0.166
H 4.07 1.34 -2.05 0.066
H 5.13 2.56 -1.39 0.098
H 5.44 3.08 0.68 0.099
H 5.05 1.87 1.85 0.113
```

=====

No. 3
C3H9N3 | ωB97M-V/def2-TZVPD

Multiplicity: 1
LUMO (Ha): 0.039
SMILES: C/N=N/N(C)C
HOMO level (eV): -8.297

XYZ file:
```
15
Properties=species:S:1:pos:R:3:nbo_charge:R:1
C 1.36 0.32 2.41 -0.437
C 0.49 0.02 -1.67 -0.474
C -1.80 -0.13 -0.78 -0.408
N 1.09 0.12 1.00 -0.303
N -0.11 -0.12 0.73 -0.001
N -0.43 -0.20 -0.53 -0.240
H 1.68 -0.74 2.67 0.200
H 0.50 0.63 2.92 0.190
H 2.16 1.04 2.56 0.202
H 0.38 0.75 -2.37 0.202
H 1.52 0.25 -1.25 0.251
H 0.51 -0.91 -2.33 0.200
H -2.16 -0.60 -1.75 0.202
H -2.38 -0.68 0.03 0.229
H -1.96 0.97 -0.89 0.186
```

=====

No. 4
C36H29F3N6O2PtSSb | ωB97M-V/def2-TZVPD

Net charge: +1
Multiplicity: 1
LUMO (Ha): -0.112
HOMO level (eV): -10.521

XYZ file:
```
79
Properties=species:S:1:pos:R:3:lowdin_charge:R:1
Pt -0.59 -1.35 0.74 0.903
C -4.50 4.11 -2.60 -0.041
C -3.83 2.76 -2.52 -0.256
C -2.60 2.61 -1.88 -0.037
C -1.96 1.39 -1.83 -0.062
C -2.56 0.29 -2.44 -0.277
C -3.79 0.40 -3.08 -0.039
C -4.41 1.64 -3.10 -0.020
S -1.74 -1.27 -2.37 0.591
O -0.34 -1.03 -2.65 -0.398
O -2.47 -2.20 -3.17 -0.264
N -1.81 -1.70 -0.81 -0.309
C -2.98 -2.08 -0.17 -0.393
C -4.25 -2.32 -0.71 0.005
C -5.26 -2.67 0.16 -0.041
C -5.01 -2.76 1.53 -0.064
C -3.74 -2.51 1.97 -0.123
N -2.74 -2.18 1.14 0.016
H -4.10 4.80 -1.86 0.077
H -5.58 4.02 -2.46 0.084
H -4.34 4.55 -3.59 0.092
H -2.13 3.48 -1.41 0.115
H -1.01 1.26 -1.33 0.076
H -4.23 -0.46 -3.56 0.116
H -5.38 1.74 -3.59 0.123
H -4.41 -2.27 -1.78 0.101
H -6.25 -2.87 -0.23 0.118
H -5.79 -3.03 2.23 0.108
H -3.48 -2.59 3.02 0.113
N 0.75 -0.93 4.61 0.139
C 1.57 -2.01 4.36 -0.036
C 1.37 -2.33 3.06 -0.090
N 0.46 -1.46 2.52 -0.086
C 0.09 -0.62 3.48 -0.263
C -0.87 0.43 3.21 -0.289
N -1.24 0.62 1.98 0.045
C -2.18 1.62 1.99 -0.088
C -2.37 2.04 3.27 -0.047
N -1.53 1.27 4.05 0.130
H 0.66 -0.47 5.50 0.168
H 2.19 -2.46 5.12 0.127
H 1.84 -3.11 2.47 0.099
H -2.65 1.96 1.08 0.104
H -3.00 2.80 3.70 0.123
H -1.44 1.34 5.05 0.162
F 6.77 -3.58 1.42 0.080
C 5.66 -2.98 0.98 -0.275
C 5.71 -1.64 0.65 0.012
C 4.55 -1.02 0.21 -0.107
C 3.36 -1.74 0.11 -0.375
C 3.35 -3.09 0.44 -0.150
C 4.50 -3.72 0.88 0.000
Sb 1.61 -0.79 -0.63 1.562
C 2.41 -0.09 -2.46 -0.353
C 2.43 -0.94 -3.56 -0.109
C 3.11 -0.56 -4.71 0.014
C 3.74 0.66 -4.73 -0.274
F 4.40 1.03 -5.84 0.080
C 3.72 1.53 -3.66 0.009
C 3.04 1.15 -2.50 -0.106
C 1.79 1.02 0.51 -0.379
C 1.20 2.20 0.08 -0.137
C 1.11 3.31 0.92 0.004
C 1.63 3.20 2.20 -0.283
F 1.51 4.24 3.04 0.069
C 2.26 2.06 2.64 -0.005
C 2.34 0.97 1.79 -0.133
H 6.65 -1.10 0.73 0.127
H 4.58 0.03 -0.06 0.107
H 2.43 -3.67 0.34 0.098
H 4.52 -4.78 1.14 0.126
H 1.91 -1.89 -3.54 0.105
H 3.16 -1.21 -5.58 0.128
H 4.22 2.48 -3.72 0.126
H 3.02 1.82 -1.66 0.088
H 0.80 2.29 -0.92 0.096
H 0.65 4.24 0.61 0.125
H 2.69 2.04 3.64 0.122
H 2.85 0.07 2.13 0.094
```

=====

No. 5
C6H5N2 | ωB97M-V/def2-TZVPD

Net charge: +1
Multiplicity: 1
LUMO (spin up / spin down) (Ha): -0.299 / -0.299
HOMO level (spin up / spin down) (eV): -14.889 / -14.872

XYZ file:
```
13
Properties=species:S:1:pos:R:3:nbo_charge:R:1
C 2.12 -0.49 0.36 -0.258
C 3.10 -0.77 -0.28 0.295
C -1.38 -1.19 -0.09 -0.236
C -0.09 -1.60 0.02 -0.123
C -1.27 0.23 -0.13 0.222
C 0.77 -0.53 0.11 0.211
N 0.67 2.17 0.02 -0.444
N -0.03 0.57 0.05 -0.228
H -2.34 -1.63 0.18 0.284
H 0.15 -2.66 -0.02 0.282
H -2.03 0.95 -0.40 0.260
H 0.09 2.48 -0.72 0.363
H 0.25 2.46 0.90 0.374
```

=====

No. 6
C6H12NP | ωB97M-V/def2-TZVPD

Multiplicity: 1
LUMO (spin up / spin down) (Ha): -0.004 / -0.003
HOMO level (spin up / spin down) (eV): -7.956 / -7.156

XYZ file:
```
20
Properties=species:S:1:pos:R:3:nbo_charge:R:1
C -3.25 -0.58 0.82 -0.205
C -2.79 0.25 -0.09 -0.695
C 1.35 -1.90 -0.70 -0.628
C 1.10 1.97 -0.31 -0.628
C 0.93 -1.02 0.53 -0.221
C 0.01 1.35 0.44 -0.220
N -0.16 -0.05 0.06 -0.739
P -1.43 -0.65 -0.86 0.830
H -2.77 -1.45 1.23 0.184
H -3.37 1.22 -0.39 0.224
H 2.49 -2.29 -0.60 0.208
H 0.74 -2.78 -0.87 0.219
H 1.26 -1.39 -1.65 0.216
H 1.94 1.79 0.30 0.203
H 1.30 1.43 -1.34 0.224
H 0.96 3.09 -0.32 0.222
H 0.63 -1.66 1.31 0.202
H 1.82 -0.49 0.76 0.198
H 0.15 1.33 1.55 0.197
H -0.92 1.84 0.14 0.209
```

=====

What energy above the lowest of the compared OMol25 structures with the same formula, charge and spin values result from the calculations? In sequence: 0.00; 20.81; 312.42; 106.54; 697.85; 289.87 kJ/mol.